[1]
Here is C10H40N20O10Ti as an isolated structure from the Open Molecules 2025 dataset. Energies are from wB97M-V/def2-TZVPD.

Results
- E_LUMO (spin up / spin down) (Eh) = -0.0855 / -0.0866
- M (g mol⁻¹) = 648.4
- multiplicity = 4
- HOMO-LUMO gap (spin up / spin down) (eV) = 3.514 / 8.931
- energy relative to the best compared isomer or geometry (same formula, charge and spin) (kcal/mol) = 0.0
- HOMO level (spin up / spin down) (Eh) = -0.215 / -0.415
- E_tot (eV) = -84412.703
- net charge = +1

Element x y z (Å)
Ti1 0.35460 0.74094 -0.16112
C1 0.94755 0.79232 -3.31660
O1 1.33437 0.93279 -2.18693
N1 1.76401 0.63740 -4.26854
N2 -0.32387 0.76284 -3.59111
H1 1.39329 0.26399 -5.13066
H2 2.77272 0.65749 -4.22168
H3 -0.95820 1.00990 -2.84500
H4 -0.63941 0.62971 -4.54127
C2 0.09311 0.69327 3.18450
O2 -0.32056 1.02341 2.09397
N3 -0.68250 0.58041 4.23786
N4 1.38258 0.75085 3.49566
H5 -0.29555 0.16953 5.07544
H6 -1.65999 0.79671 4.10439
H7 1.64334 0.53262 4.44671
H8 1.99325 1.03437 2.74280
C3 -2.33391 -3.45336 -1.81521
O3 -1.93176 -3.91446 -0.75732
N5 -1.70843 -2.53007 -2.37280
N6 -3.39741 -3.86275 -2.50774
H9 -0.96119 -2.14442 -1.81335
H10 -1.77515 -2.48776 -3.37970
H11 -3.71729 -3.39003 -3.34099
H12 -3.88450 -4.69571 -2.20937
C4 -2.43499 -2.36349 2.88322
O4 -1.99042 -2.41023 3.99303
N7 -2.30026 -1.39722 1.99703
N8 -3.16974 -3.31819 2.38929
H13 -2.64150 -1.53237 1.05608
H14 -1.70281 -0.59657 2.14565
H15 -3.59351 -3.19183 1.48124
H16 -3.29081 -4.18116 2.89990
C5 -2.40674 3.97808 2.92664
O5 -1.70498 4.13926 3.92693
N9 -1.95020 3.34897 1.87489
N10 -3.65075 4.22003 2.86137
H17 -2.56012 3.18887 1.08593
H18 -1.02205 2.98194 2.02955
H19 -3.99935 4.47478 3.77443
H20 -4.12850 3.71073 2.13166
C6 3.46802 -3.93972 -2.12514
O6 4.34186 -4.61394 -2.62227
N11 3.50421 -2.62380 -1.90988
N12 2.30951 -4.41392 -1.81365
H21 2.68568 -2.04794 -1.77389
H22 4.43990 -2.25649 -1.81154
H23 2.31429 -5.41905 -1.91261
H24 1.49284 -3.88001 -1.55272
C7 -2.68298 0.94703 -1.03129
O7 -1.72228 0.26329 -1.03621
N13 -2.64225 2.20832 -1.28573
N14 -3.89420 0.48615 -0.87571
H25 -1.69380 2.52469 -1.42876
H26 -3.39179 2.87405 -1.16292
H27 -4.63656 1.15741 -1.01142
H28 -4.09977 -0.50222 -0.84475
C8 0.82908 -2.31254 0.32107
O8 0.34699 -1.66374 -0.54087
N15 1.79948 -1.82261 1.09511
N16 0.54123 -3.50283 0.77147
H29 2.16497 -0.88116 1.08117
H30 2.01165 -2.40193 1.89478
H31 1.16362 -3.94879 1.43014
H32 -0.29550 -4.00445 0.50998
C9 3.69510 1.08567 0.38170
O9 2.59553 0.93372 0.91868
N17 3.98157 0.75681 -0.79059
N18 4.63134 1.70277 1.02578
H33 3.20131 0.63113 -1.41948
H34 4.94318 0.85259 -1.08425
H35 4.50727 2.07690 1.95569
H36 5.49566 1.67327 0.50408
C10 1.11839 3.82057 -0.57431
O10 0.20648 3.01184 -0.59463
N19 1.09652 4.90095 0.14550
N20 2.17302 3.82108 -1.32327
H37 0.30014 5.11660 0.72807
H38 2.00817 5.26849 0.37767
H39 2.87236 4.48251 -1.01743
H40 2.27746 3.05756 -1.97613



[2]
Here is CH3N2O3S as an isolated structure from the Open Molecules 2025 dataset. Energies are from wB97M-V/def2-TZVPD.

Results
- E_LUMO (spin up / spin down) (Eh) = 0.1529 / 0.0771
- M (g mol⁻¹) = 123.1
- multiplicity = 3
- HOMO-LUMO gap (spin up / spin down) (eV) = 5.199 / 7.000
- energy relative to the best compared isomer or geometry (same formula, charge and spin) (kcal/mol) = 38.9
- HOMO level (spin up / spin down) (Eh) = -0.038 / -0.180
- E_tot (eV) = -21040.488
- net charge = -1

Element x y z (Å)
C1 -0.76115 -1.39273 0.61483
N1 -1.08032 0.65278 -0.47608
N2 -0.29133 -0.19737 0.42339
O1 1.41612 1.64279 -0.88569
O2 -0.13886 -2.38727 0.88605
O3 2.65103 0.89011 1.06174
S1 1.76711 0.47182 -0.06429
H1 -1.89511 -1.53587 0.50238
H2 -1.15946 0.35424 -1.42020
H3 -0.50801 1.50149 -0.64213



[3]
Here is a 2-piece molecular cluster, CH4BrClOSi overall from the Open Molecules 2025 dataset. Energies are from wB97M-V/def2-TZVPD.

Results
- E_LUMO (Eh) = -0.0408
- M (g mol⁻¹) = 175.5
- multiplicity = 1
- HOMO-LUMO gap (eV) = 8.443
- energy relative to the best compared isomer or geometry (same formula, charge and spin) (kcal/mol) = 75.8
- HOMO level (Eh) = -0.351
- E_tot (eV) = -93588.766
- net charge = 0

Element x y z (Å)
C1 0.24199 -0.53798 1.62352
O1 0.75742 0.12819 -0.34328
Si1 -0.35767 0.37883 -1.45492
Cl1 -0.08812 0.81713 2.45176
Br1 1.89775 -1.36352 1.89648
H1 -0.61350 -1.01200 1.16649
H2 -1.24236 -0.69708 -1.26908
H3 0.64264 0.66900 -2.52641
H4 -1.23815 1.61744 -1.54456